ORCA calculation (ωB97M-V with the def2-TZVPD basis set) on a gas-phase ion, C20H27N2 (charge +1) in a non-equilibrium geometry.

Positions of all 49 atoms, in Å:
C1 -1.338 1.018 5.699
C2 -1.851 0.128 4.569
C3 -2.115 -1.275 5.194
C4 -0.775 -0.008 3.428
C5 -0.335 1.279 2.688
N1 -1.364 1.916 1.809
C6 -2.170 2.796 2.416
C7 -3.112 3.543 1.689
C8 -3.179 3.462 0.299
C9 -2.254 2.609 -0.316
C10 -1.373 1.793 0.434
C11 -0.477 0.824 -0.275
C12 -0.141 0.967 -1.589
C13 0.653 -0.008 -2.396
C14 1.046 -1.290 -1.928
C15 1.857 -2.092 -2.747
C16 2.308 -1.670 -3.956
N2 3.147 -2.482 -4.712
C17 2.867 -2.665 -6.163
C18 4.164 -3.324 -4.104
C19 1.858 -0.419 -4.433
C20 1.034 0.406 -3.674
H1 -1.012 1.985 5.304
H2 -2.119 1.173 6.458
H3 -0.447 0.561 6.184
H4 -2.764 0.470 4.125
H5 -2.877 -1.195 5.966
H6 -1.215 -1.687 5.657
H7 -2.468 -1.940 4.407
H8 -1.132 -0.734 2.653
H9 0.098 -0.458 3.857
H10 -0.016 1.975 3.475
H11 0.521 1.044 2.059
H12 -2.129 2.947 3.494
H13 -3.707 4.209 2.254
H14 -3.885 4.073 -0.258
H15 -2.284 2.566 -1.392
H16 -0.068 -0.003 0.276
H17 -0.444 1.821 -2.199
H18 0.644 -1.631 -0.981
H19 2.154 -3.088 -2.476
H20 3.100 -3.716 -6.444
H21 3.487 -1.973 -6.685
H22 1.818 -2.535 -6.413
H23 3.701 -4.121 -3.518
H24 4.789 -3.799 -4.873
H25 4.843 -2.768 -3.447
H26 2.257 -0.070 -5.366
H27 0.705 1.387 -4.047

Properties
net charge: +1
highest occupied orbital energy: -9.97 eV
lowest unoccupied orbital energy: -3.8958 eV
HOMO-LUMO gap: 6.078 eV
structure (SMILES): CC(C)CC[n+]1ccccc1/C=C/c1ccc(N(C)C)cc1
energy above the lowest of the compared OMol25 structures with the same formula, charge and spin: 1.2906 eV
molar mass: 295.4 g/mol